Entry 1:
The following is a quantum chemistry calculation of a 10-piece molecular cluster, C40H79Br18F9NO8PS2 overall in a non-equilibrium geometry, from the Open Molecules 2025 dataset.

XYZ file:
```
158
Properties=species:S:1:pos:R:3:lowdin_charge:R:1
Br -13.8260 -1.1868 5.0423 0.601
Br 0.4495 -0.1154 -6.6776 0.594
Br 3.1901 2.1654 -7.6478 0.629
Br 6.7444 3.9888 -5.5331 0.614
Br 1.5326 4.6354 -4.4267 0.608
Br -4.8377 1.8939 3.4152 0.811
Br 11.7428 3.5504 -3.5237 0.601
Br 7.2363 0.5919 -6.9019 0.597
Br -5.6307 1.6708 -0.1869 0.632
Br -0.5637 2.7962 5.0859 0.751
Br 0.4247 -2.7269 6.4544 0.667
Br -1.0556 6.1931 6.4546 0.603
Br 2.1172 1.0446 -3.7797 0.641
Br 3.2941 -2.4118 8.7612 0.605
Br 0.2907 2.1502 -11.7737 0.688
Br 10.6234 5.7933 -6.2386 0.640
Br -12.1854 0.3935 7.9518 0.594
Br -2.8226 1.5729 -9.8689 0.657
S -7.6833 -3.4053 3.9453 1.087
S 3.4086 -6.9997 0.5813 0.790
P 0.1386 1.7533 1.0763 0.836
F -7.1152 -4.0559 5.4188 -0.166
F -5.7693 -1.5027 5.8917 -0.023
F -9.1753 -4.2167 4.2331 -0.190
F -8.3189 -2.8555 2.4114 -0.210
F -7.1773 -4.8393 3.0844 -0.205
F -6.2259 -1.3525 2.6303 0.004
F -4.2747 -3.3318 5.2687 -0.014
F -8.3732 -2.0141 4.6608 -0.186
F -5.3263 -3.5619 2.6324 0.000
O 3.4826 0.7363 1.5184 -0.253
O 0.9451 2.0242 2.5857 -0.295
O 0.6420 -1.0486 1.4561 -0.113
O -1.2675 2.5362 1.1739 -0.388
O 2.3635 -7.7420 1.7163 -0.227
O 1.0236 2.6136 -0.2019 -0.229
O 4.5717 -6.3547 1.3755 -0.369
O 4.0035 -8.1815 -0.2792 -0.400
N -3.6559 -1.4509 -4.0754 -0.071
C -1.5600 2.5331 -12.2571 -0.676
C 1.8847 -3.7588 8.6957 -0.693
C -5.7217 3.1825 2.2477 -0.637
C 2.3192 -1.1414 3.8339 -0.220
C -11.9302 -1.3815 7.1843 -0.698
C -0.1482 -0.3989 -0.9770 -0.143
C -2.5903 -0.0658 -2.2208 -0.202
C 2.7514 3.7735 -3.1709 -0.684
C 0.4165 1.4611 -7.8260 -0.679
C -5.0844 -2.1774 4.7256 -0.187
C 2.1656 -2.6253 -0.0092 -0.122
C -2.8875 -1.6110 3.1319 -0.157
C -0.1123 -0.1287 0.6367 -0.383
C 3.7181 -0.8223 4.6917 -0.108
C 1.2068 -5.2184 0.1610 -0.245
C -1.9206 -0.3070 2.7272 -0.174
C 2.7520 -1.9201 2.4692 -0.248
C 2.9478 -0.1875 0.5101 -0.154
C 1.5310 -4.1111 7.2701 -0.669
C -6.0779 -2.5781 3.4999 -0.204
C -11.9871 -1.3381 5.6755 -0.708
C 7.5250 2.3305 -7.7380 -0.687
C 1.9819 -1.3825 1.0841 -0.327
C -2.3432 3.0356 -11.0672 -0.678
C 3.3738 2.5366 -3.7746 -0.683
C 8.1086 3.3191 -6.7562 -0.713
C 2.5321 -5.8051 -0.5975 -0.217
C -1.1104 0.5922 -1.8514 -0.185
C 2.5521 -3.5153 2.7735 -0.075
C 0.8860 -3.6223 -0.1492 -0.182
C -1.7035 -0.4010 1.1075 -0.130
C -2.7723 -0.2185 -3.8474 -0.261
C 0.3086 5.5234 5.2316 -0.688
C -3.9300 -1.0563 4.2639 -0.139
C 1.6587 1.5400 -8.6819 -0.721
C -6.6397 2.4916 1.2670 -0.681
C -0.2750 4.5348 4.2498 -0.632
C 11.2556 5.4384 -3.4648 -0.693
C 10.0789 5.7278 -4.3666 -0.686
C 4.3856 1.7450 0.8703 -0.092
H 4.1794 2.8345 1.2645 0.103
H 1.4098 -7.7701 1.3516 0.113
H 3.8940 -0.7345 0.0298 0.155
H -1.9309 -1.4988 0.6971 0.124
H 3.8999 -1.7386 2.2905 0.143
H 1.6288 -0.2129 3.7115 0.093
H 10.9977 5.6326 -2.4197 0.059
H 2.4046 -4.2432 6.6257 0.052
H 2.2628 -2.0662 -1.0614 0.116
H -1.2351 4.8518 3.8332 0.066
H -2.4614 0.3030 0.5646 0.111
H 6.5649 2.6474 -8.1546 0.037
H -0.4744 1.3398 -8.4489 -0.028
H 1.3793 -3.7262 2.7016 0.101
H -11.6157 -2.2741 5.2483 0.050
H 3.1646 -4.2277 2.0473 0.070
H 1.8943 2.9466 0.1822 0.065
H 0.2742 -5.8126 -0.2901 0.125
H 3.5167 4.5251 -2.9567 0.059
H 0.6826 6.4095 4.7106 0.061
H -0.0545 -3.3552 0.4913 0.117
H 3.7062 2.6772 -4.8069 -0.013
H -2.2613 -2.5488 3.4668 0.132
H -0.5751 0.7502 -2.9055 0.064
H -1.9721 1.6191 -12.6938 0.056
H 3.2372 -5.0055 -1.0780 0.126
H 12.1522 6.0082 -3.7242 0.053
H 9.2813 4.9834 -4.2923 0.007
H -3.2972 3.4651 -11.3864 0.059
H 4.1392 0.2036 4.3186 0.075
H -0.6143 -1.4907 -1.1131 0.117
H 2.1525 -6.4869 -1.5012 0.131
H 8.4826 4.2052 -7.2772 0.009
H 8.9104 2.8996 -6.1421 0.048
H -2.7320 -1.0650 -1.6280 0.101
H -3.3878 0.6956 -1.8260 0.057
H -0.9429 -0.2471 3.3657 0.109
H 5.5300 1.4496 1.0194 0.114
H 3.2185 -3.1774 0.1061 0.130
H 4.4721 -1.7142 4.4861 0.088
H 2.8651 -3.7811 3.8821 0.093
H 0.9209 -5.0185 7.2369 0.060
H 1.0403 -3.3650 9.2682 0.053
H -3.1082 -2.2778 -3.7185 0.065
H -6.2920 3.8299 2.9200 0.062
H -3.2842 -0.8838 5.2536 0.156
H -7.2456 1.7025 1.7209 0.053
H 0.5185 -3.5990 -1.2852 0.123
H 0.2802 1.9241 3.3533 -0.089
H 4.2181 2.1944 -3.1691 0.053
H -3.2924 0.7755 -4.2382 0.132
H 9.6659 6.7186 -4.1564 0.063
H -1.4978 3.3035 -13.0312 0.060
H 2.4894 0.4627 -0.3457 0.100
H -4.4489 -1.3175 -3.3813 0.069
H -1.7262 -0.4008 -4.3627 0.083
H 1.7235 -1.9107 4.5258 -0.011
H 1.1670 -5.4564 1.3286 0.099
H -12.6874 -2.0332 7.6289 0.053
H -4.4152 -0.0133 4.0229 -0.078
H -7.3002 3.2156 0.7809 0.060
H 0.4256 4.3435 3.4319 0.056
H -1.2869 1.6583 -1.4142 0.107
H 1.1104 5.1040 5.8456 0.055
H 2.2978 -4.6273 9.2169 0.059
H -3.5293 -1.8100 2.1451 0.115
H 1.5324 2.2797 -9.4779 -0.033
H -11.4304 -0.5017 5.2437 0.052
H -2.5748 0.6471 2.9883 0.041
H 1.9423 0.5815 -9.1254 0.057
H 4.2259 1.7899 -0.3087 0.092
H 8.2256 2.1392 -8.5558 0.061
H 2.1818 3.5725 -2.2594 0.026
H -1.7999 3.7726 -10.4694 0.057
H -4.9345 3.7693 1.7664 0.060
H -10.9399 -1.6980 7.5244 0.056
H 3.4217 -0.7774 5.8289 0.053
H 0.2828 2.3283 -7.1735 0.056
H 0.8911 -0.4350 -1.5102 0.062
```

orbital gap	6.60	eV
net charge	0
SMILES	CC[C@@H](C)[C@](CCCCS(=O)(=O)O)(COC)O[C@@](CCCCN)(CCCCC(F)(F)C(F)(F)S(F)(F)(F)(F)F)P(=O)(O)O.BrCCBr.BrCCBr.BrCCBr.BrCCBr.BrCCBr.BrCCBr.BrCCBr.BrCCBr.BrCCBr

=====

Entry 2:
The following is a quantum chemistry calculation of a 2-piece molecular cluster, C6H13BrClN4O overall in a non-equilibrium geometry, from the Open Molecules 2025 dataset.

XYZ file:
```
26
Properties=species:S:1:pos:R:3:lowdin_charge:R:1
Br 2.9554 -1.5692 -0.2919 0.919
Cl 6.2176 -0.6821 -0.5640 0.709
O -1.3830 -0.5589 0.2271 -0.201
N 5.4840 0.8280 -0.4178 -0.362
N 3.1671 0.2499 -0.2894 -0.455
N 2.0703 1.0590 -0.1992 0.066
N 3.8041 2.4275 -0.2560 0.178
C 2.4596 2.3189 -0.1931 -0.070
C -2.1932 -0.1324 -0.8628 -0.281
C -3.2714 0.8615 -0.4690 -0.074
C -2.0562 -1.2099 1.2986 -0.276
C -2.7750 -2.4810 0.8839 -0.072
C 4.1891 1.1231 -0.3249 -0.456
H -2.8284 1.7389 0.0068 0.081
H -2.7424 -0.5157 1.7928 0.110
H -3.2306 -2.9582 1.7520 0.084
H -3.9855 0.4320 0.2339 0.072
H -2.0768 -3.1832 0.4240 0.082
H -1.5187 0.3418 -1.5795 0.110
H 1.1249 0.6745 -0.1379 0.164
H -2.6269 -0.9981 -1.3719 0.111
H -3.8265 1.1856 -1.3503 0.084
H -1.2892 -1.4603 2.0336 0.116
H 1.7801 3.1697 -0.1036 0.161
H 6.1175 1.6231 -0.4000 0.128
H -3.5659 -2.2846 0.1586 0.071
```

ΔE to the lowest compared entry with this formula, charge and spin	35.76	kJ/mol
orbital gap	7.97	eV
net charge	+1

=====

Energy values (in eV) by entry order: -1376798.193 -96995.993.